Entry 1:
{
  "formula": "C21H27N3O4",
  "method": "ωB97M-V/def2-TZVPD",
  "total_charge": 0,
  "e_tot_ev": -34872.11667,
  "lumo_energy_ev": 0.7,
  "relative_energy_kj_mol": 507.4,
  "e_homo_ev": -6.88,
  "largest_force_ev_per_a": 1.0,
  "orbital_gap_ev": 7.610,
  "elements": ["C", "O", "C", "C", "C", "C", "C", "C", "N", "C", "C", "N", "N", "C", "C", "C", "C", "O", "C", "C", "O", "C", "C", "O", "C", "C", "C", "C", "H", "H", "H", "H", "H", "H", "H", "H", "H", "H", "H", "H", "H", "H", "H", "H", "H", "H", "H", "H", "H", "H", "H", "H", "H", "H", "H"],
  "coordinates": [[5.45153, 2.46205, 1.34335], [4.66171, 1.50767, 0.68258], [5.28415, 0.48505, 0.00144], [6.66090, 0.32473, -0.01602], [7.25362, -0.74279, -0.67073], [6.46133, -1.66112, -1.32974], [5.08991, -1.49933, -1.33800], [4.46064, -0.44101, -0.67877], [3.07786, -0.35007, -0.76414], [2.25075, -1.50097, -0.48164], [1.60924, -1.37145, 0.91366], [0.85716, -0.14087, 1.01078], [-0.42422, -0.26518, 0.69568], [-1.20995, 0.69144, 0.37971], [-2.61562, 0.43684, 0.15356], [-3.45815, 1.48184, -0.22416], [-4.80541, 1.25009, -0.43356], [-5.71241, 2.20728, -0.78824], [-5.25244, 3.51839, -0.98682], [-5.34370, -0.04266, -0.27861], [-6.68249, -0.13956, -0.54160], [-7.45341, -1.11799, 0.11689], [-4.48723, -1.09680, 0.07633], [-5.03719, -2.35292, 0.17621], [-4.20771, -3.41335, 0.57786], [-3.14311, -0.84320, 0.29878], [1.68151, 1.02134, 0.73762], [2.34062, 0.88429, -0.64485], [6.05083, 2.01127, 2.14159], [6.11104, 2.99409, 0.64985], [4.74757, 3.16927, 1.78121], [7.29314, 1.02738, 0.50328], [8.32760, -0.84617, -0.65883], [6.90645, -2.49531, -1.85051], [4.47957, -2.20066, -1.88634], [2.84405, -2.41275, -0.52381], [1.44983, -1.55828, -1.23012], [0.92714, -2.20176, 1.09720], [2.39353, -1.36197, 1.67714], [-0.89301, 1.73220, 0.26468], [-3.04460, 2.47125, -0.33872], [-4.51040, 3.57032, -1.79108], [-4.82377, 3.94174, -0.07143], [-6.13011, 4.09693, -1.27158], [-7.30717, -2.11099, -0.31432], [-7.22763, -1.15577, 1.18603], [-8.48975, -0.80911, -0.02289], [-4.85372, -4.29004, 0.61200], [-3.39952, -3.58774, -0.13960], [-3.78039, -3.23920, 1.57060], [-2.46150, -1.62662, 0.58006], [2.45702, 1.06484, 1.50599], [1.08289, 1.92969, 0.79290], [1.54806, 0.86642, -1.40663], [2.99498, 1.72924, -0.84424]]
}



Entry 2:
{
  "formula": "C21H27N3O5S",
  "method": "ωB97M-V/def2-TZVPD",
  "total_charge": 0,
  "e_tot_ev": -47758.61545,
  "lumo_energy_ev": 0.5,
  "relative_energy_kj_mol": 128.3,
  "e_homo_ev": -8.65,
  "largest_force_ev_per_a": 1.0,
  "orbital_gap_ev": 9.159,
  "elements": ["C", "C", "C", "C", "C", "S", "O", "O", "N", "C", "C", "O", "N", "C", "C", "O", "N", "C", "C", "C", "C", "C", "O", "C", "C", "C", "C", "C", "C", "C", "H", "H", "H", "H", "H", "H", "H", "H", "H", "H", "H", "H", "H", "H", "H", "H", "H", "H", "H", "H", "H", "H", "H", "H", "H", "H", "H"],
  "coordinates": [[-0.90798, 4.15873, 3.46912], [-1.37838, 2.97272, 2.68518], [-1.84870, 1.84245, 3.34962], [-2.27303, 0.73395, 2.64321], [-2.22713, 0.75722, 1.26330], [-2.63390, -0.72783, 0.35558], [-3.72912, -1.40253, 0.98069], [-2.72799, -0.39963, -1.04109], [-1.29053, -1.71163, 0.51369], [-0.11694, -1.14673, -0.10244], [0.63738, -0.23971, 0.86810], [0.45473, -0.36478, 2.06796], [1.48836, 0.66688, 0.34434], [1.66072, 0.84897, -1.08009], [2.11854, -0.44249, -1.77466], [3.01415, -1.12613, -1.33064], [1.46983, -0.71372, -2.92740], [1.51929, -2.03282, -3.53997], [0.32368, -2.82015, -3.10501], [0.18604, -3.98487, -2.41097], [-1.20590, -4.16098, -2.20877], [-1.80806, -3.08812, -2.78537], [-0.89411, -2.27169, -3.33189], [2.31879, 1.44531, 1.25444], [2.26162, 2.96266, 0.98278], [3.66306, 3.35909, 0.51188], [4.57418, 2.36914, 1.23276], [3.80562, 1.05088, 1.16435], [-1.77933, 1.86947, 0.58240], [-1.36118, 2.97974, 1.29612], [-0.13835, 3.86064, 4.17903], [-1.73372, 4.58512, 4.03722], [-0.50524, 4.92747, 2.81488], [-1.87044, 1.83304, 4.42911], [-2.63852, -0.14997, 3.14065], [-1.12706, -1.94832, 1.48466], [-0.47608, -0.61914, -0.98513], [0.55070, -1.96069, -0.40663], [2.44515, 1.59337, -1.22560], [0.73595, 1.22499, -1.53274], [0.65501, -0.17231, -3.17544], [2.43313, -2.52432, -3.20422], [1.54020, -1.91109, -4.62730], [0.97429, -4.63441, -2.08984], [-1.68347, -4.97128, -1.69921], [-2.83280, -2.78395, -2.84823], [1.91945, 1.22381, 2.24624], [1.48744, 3.21287, 0.25949], [2.02624, 3.48237, 1.91105], [3.76277, 3.23666, -0.56861], [3.89911, 4.39462, 0.75287], [4.69793, 2.67571, 2.27232], [5.55960, 2.29777, 0.77581], [3.99516, 0.54097, 0.21920], [4.08468, 0.36835, 1.96418], [-1.78027, 1.85426, -0.49669], [-1.01588, 3.85830, 0.77028]]
}



Entry 3:
{
  "formula": "C21H27N3O7S",
  "method": "ωB97M-V/def2-TZVPD",
  "total_charge": 0,
  "e_tot_ev": -51854.48783,
  "lumo_energy_ev": 0.6,
  "relative_energy_kj_mol": 36.6,
  "e_homo_ev": -8.50,
  "largest_force_ev_per_a": 1.1,
  "orbital_gap_ev": 9.108,
  "elements": ["C", "C", "O", "C", "O", "C", "C", "C", "O", "C", "O", "C", "C", "C", "C", "N", "S", "O", "O", "C", "C", "C", "C", "C", "C", "C", "N", "C", "O", "N", "C", "C", "H", "H", "H", "H", "H", "H", "H", "H", "H", "H", "H", "H", "H", "H", "H", "H", "H", "H", "H", "H", "H", "H", "H", "H", "H", "H", "H"],
  "coordinates": [[-6.83662, -0.84467, -0.11572], [-5.78938, -0.39818, -1.12659], [-4.69563, 0.26027, -0.49260], [-3.73890, -0.52714, 0.03782], [-3.78723, -1.73929, -0.04432], [-2.70185, 0.25749, 0.69738], [-1.58508, -0.27396, 1.25863], [-1.25328, -1.74054, 1.26871], [-0.03758, -2.10225, 0.59437], [0.55303, -1.29943, -0.26542], [0.17174, -0.20661, -0.60679], [1.84250, -1.91881, -0.80957], [1.64446, -3.36641, -1.30617], [2.76336, -4.16217, -0.62630], [2.98292, -3.38467, 0.66492], [2.87197, -2.00619, 0.21594], [2.98287, -0.83505, 1.41178], [1.76208, -0.75265, 2.18069], [4.17322, -1.15399, 2.13827], [3.20091, 0.64853, 0.45556], [4.09551, 0.61078, -0.59772], [4.28684, 1.74550, -1.36400], [3.59234, 2.91854, -1.07989], [3.78176, 4.13778, -1.92766], [2.71026, 2.93341, -0.00525], [2.51204, 1.80305, 0.76914], [-0.69729, 0.51060, 1.93317], [-0.87811, 1.86072, 2.16763], [-0.05777, 2.51524, 2.77531], [-2.06697, 2.35231, 1.74340], [-2.83561, 1.76475, 0.66076], [-2.34723, 2.28775, -0.69776], [-6.40932, -1.58687, 0.55372], [-7.18055, 0.00436, 0.47016], [-7.68240, -1.28427, -0.63657], [-6.20050, 0.34047, -1.81829], [-5.41163, -1.26219, -1.68315], [-1.10386, -2.07201, 2.30141], [-2.06621, -2.30548, 0.80319], [2.19810, -1.24912, -1.60271], [0.67286, -3.73588, -0.98095], [1.69430, -3.42309, -2.39152], [3.67005, -4.13364, -1.22998], [2.48638, -5.19802, -0.44635], [2.20814, -3.62110, 1.40533], [3.96454, -3.52376, 1.11497], [4.63132, -0.30368, -0.79743], [4.98304, 1.72460, -2.18977], [4.77929, 4.16120, -2.35919], [3.62401, 5.04220, -1.34588], [3.06030, 4.13324, -2.74503], [2.17245, 3.83763, 0.23651], [1.84021, 1.82550, 1.61213], [0.19576, 0.10550, 2.22306], [-2.17425, 3.34832, 1.87055], [-3.88356, 2.04998, 0.80659], [-2.99910, 1.92510, -1.48640], [-1.33638, 1.93037, -0.88270], [-2.35224, 3.37591, -0.70939]]
}



Entry 4:
{
  "formula": "C21H27N5NiO2",
  "method": "ωB97M-V/def2-TZVPD",
  "spin_multiplicity": 3,
  "total_charge": 0,
  "e_tot_ev": -74799.30397,
  "lumo_energy_ev": [-0.1, -0.4],
  "relative_energy_kj_mol": 0.0,
  "e_homo_ev": [-7.27, -7.27],
  "largest_force_ev_per_a": 4.6,
  "orbital_gap_ev": [7.191, 6.899],
  "elements": ["Ni", "N", "N", "N", "C", "N", "N", "H", "H", "H", "C", "C", "C", "C", "C", "C", "C", "C", "H", "H", "H", "H", "H", "O", "H", "H", "C", "C", "C", "C", "C", "C", "C", "C", "C", "C", "C", "C", "O", "H", "H", "H", "H", "H", "H", "H", "H", "H", "H", "H", "H", "H", "H", "H", "H", "H"],
  "coordinates": [[9.34660, 10.60233, 7.52318], [5.47328, 7.46266, 6.34752], [6.71689, 8.03607, 6.33324], [7.69945, 7.66772, 5.42389], [8.63280, 8.52598, 5.75051], [8.32318, 9.32002, 6.78905], [7.02636, 9.02584, 7.15508], [5.45077, 6.60030, 5.81976], [5.08926, 7.48937, 7.30313], [9.58162, 8.53383, 5.22607], [8.42157, 12.22851, 7.22118], [7.92767, 13.30881, 6.89042], [7.26716, 14.46559, 6.37824], [6.19418, 14.33217, 5.46757], [5.54061, 15.45405, 4.98666], [5.92953, 16.75799, 5.33854], [7.01099, 16.88575, 6.24390], [7.66918, 15.78126, 6.74750], [5.91042, 13.32498, 5.17717], [4.70341, 15.30419, 4.33085], [5.40996, 17.63787, 4.99389], [7.36936, 17.86471, 6.51549], [8.48267, 15.85327, 7.47416], [9.28485, 10.99463, 9.86862], [10.00479, 11.32105, 10.42002], [8.68178, 11.76050, 9.80950], [12.40757, 8.68972, 9.69146], [11.61202, 7.76426, 8.75992], [10.11579, 7.74755, 9.14304], [11.88753, 8.00741, 7.30004], [12.27793, 6.93720, 6.48967], [12.59265, 7.14239, 5.17262], [12.49481, 8.39436, 4.57785], [12.13120, 9.50388, 5.33902], [12.08836, 10.89816, 4.75194], [10.67175, 11.44409, 4.65926], [13.04809, 11.90045, 5.42752], [11.74171, 9.30322, 6.72410], [11.27347, 10.27037, 7.42657], [12.17487, 8.43790, 10.73556], [12.16893, 9.73222, 9.50187], [13.49525, 8.56272, 9.54634], [11.99779, 6.73831, 8.91210], [9.67497, 8.74738, 8.89819], [9.97104, 7.58100, 10.21052], [9.54562, 6.97644, 8.60510], [12.31994, 5.93466, 6.90359], [12.92096, 6.30498, 4.57859], [12.70947, 8.49077, 3.51618], [12.43575, 10.75807, 3.70672], [10.14030, 11.33408, 5.63402], [10.06650, 10.98468, 3.86946], [10.65355, 12.51883, 4.45628], [12.77161, 12.03569, 6.47919], [12.97996, 12.87940, 4.90958], [14.08118, 11.50184, 5.38867]]
}